Entry 1:
15
Properties=species:S:1:pos:R:3 method="wB97M-V/def2-TZVPD" total_charge=+1
C -0.43 -1.64 0.05
C -0.81 -0.39 0.14
C 2.55 0.78 -0.22
C 0.17 0.65 0.41
C -2.26 -0.14 -0.14
N 1.54 0.08 0.10
O 1.59 -1.19 0.24
H -0.61 -2.62 -0.17
H 3.46 0.28 -0.60
H 2.55 1.90 -0.38
H -0.11 1.60 -0.10
H 0.21 0.75 1.51
H -2.46 0.46 -1.10
H -2.64 0.62 0.56
H -2.74 -1.13 -0.30

---

Entry 2:
15
Properties=species:S:1:pos:R:3 method="wB97M-V/def2-TZVPD" total_charge=-1
C 1.63 -0.75 0.53
N 0.89 -0.77 -0.67
C -1.49 -0.57 -0.89
C -0.14 0.21 -0.79
C -0.45 1.22 0.37
O -0.71 0.74 1.58
O -0.50 2.42 0.14
H 1.16 -1.21 1.45
H 1.96 0.29 0.86
H 2.60 -1.29 0.44
H 0.36 0.92 1.39
H -1.60 -1.04 0.10
H -2.32 0.17 -0.97
H -1.42 -1.12 -1.83
H 0.03 0.77 -1.71

---

Gap between HOMO and LUMO (eV)
9.41 5.81